(A)
This record from OMol25 describes 2 unconnected molecules or ions with the total composition C6H11N2P. The level of theory is ωB97M-V with the def2-TZVPD basis set.

Cartesian coordinates (Å):
C: -1.9760 -0.2367 -1.2580
P: -2.4620 -1.3589 0.0812
C: -2.7914 0.1086 1.0549
N: -2.6782 1.2282 0.5156
N: -2.2734 0.9842 -0.8315
H: -1.5254 -1.9338 0.9058
H: -3.0443 0.2152 2.0788
H: -2.2046 1.9057 -1.1857
C: 1.3885 0.7076 -1.3779
C: 1.4488 0.0445 -0.2228
C: 1.6326 0.5806 1.1777
C: 1.6712 -1.5020 -0.3487
H: 1.3083 1.7605 -1.2831
H: 1.2672 0.3200 -2.3770
H: 1.1873 1.5023 1.1707
H: 1.2276 -0.0453 1.9110
H: 2.5948 0.8476 1.2123
H: 1.8662 -1.5748 -1.4185
H: 0.7316 -1.9215 0.0953
H: 2.6311 -1.6319 0.0998

Calculated values
- LUMO level: 0.12 eV
- SMILES: C1#[PH]C=NN1.C=C(C)C
- Frontier orbital gap: 8.813 eV
- Molecular weight: 142.14 g mol⁻¹



(B)
This record from OMol25 describes a single C6H11N2P molecule. The level of theory is ωB97M-V with the def2-TZVPD basis set.

Cartesian coordinates (Å):
C: -2.4284 2.0598 0.7845
C: -2.0361 0.8593 0.2288
C: -0.8270 0.4413 -0.3904
C: 0.1450 1.4908 -0.7765
C: 1.3256 -1.1833 0.7948
C: 0.5427 -1.5485 -0.4483
N: -3.1329 -0.5836 0.1510
N: -0.7350 -0.8754 -0.6060
P: -2.1877 -1.7212 -0.3864
H: -3.3088 2.0342 1.4275
H: -2.0107 2.9929 0.3570
H: 1.1545 1.2304 -0.3595
H: 0.2038 1.6145 -1.8955
H: -0.1094 2.5704 -0.2631
H: 0.7982 -0.3704 1.3471
H: 1.3386 -2.0077 1.6030
H: 2.2648 -0.7593 0.4201
H: 0.1110 -2.6586 -0.4612
H: 1.1432 -1.5224 -1.3243
H: -1.5381 -2.3482 0.8297

Calculated values
- LUMO level (spin up / spin down): -0.92 / -0.61 eV
- Frontier orbital gap (spin up / spin down): 6.077 / 6.720 eV
- Molecular weight: 142.14 g mol⁻¹



(B) ends up most stable, edging out the next structure by 0.403 eV.



(A)
This record from OMol25 describes 2 unconnected molecules or ions with the total composition C2HF4P. The level of theory is ωB97M-V with the def2-TZVPD basis set.

Cartesian coordinates (Å):
C: 1.8477 -0.7943 -0.2909
C: -1.5973 0.7117 0.3878
F: 2.7304 -1.7166 -0.7179
F: -1.4936 0.4009 -0.8947
F: -1.9766 1.9397 0.6275
F: -2.4904 -0.1575 0.9591
P: 1.6860 0.1320 1.0404
H: 1.2939 -0.5159 -1.1112

Calculated values
- LUMO level (spin up / spin down): -1.56 / -0.99 eV
- Frontier orbital gap (spin up / spin down): 8.334 / 8.168 eV
- Molecular weight: 132.00 g mol⁻¹



(B)
This record from OMol25 describes a single C2HF4P molecule. The level of theory is ωB97M-V with the def2-TZVPD basis set.

Cartesian coordinates (Å):
F: 1.1590 1.6619 0.8771
C: 0.7206 0.5814 0.3061
P: 1.8116 -0.7283 0.3655
C: 0.6398 -2.0639 -0.4694
F: 0.1778 -1.6516 -1.6548
F: -0.3379 -2.2751 0.4103
F: 1.1809 -3.2313 -0.6861
H: -0.1472 0.6054 -0.2268

Calculated values
- LUMO level: -0.33 eV
- SMILES: F/C=P/C(F)(F)F
- Frontier orbital gap: 9.557 eV
- Molecular weight: 132.00 g mol⁻¹



(B) ends up most stable, edging out the next structure by 2.885 eV.



(A)
This record from OMol25 describes 7 unconnected molecules or ions with the total composition C40H80BCl2N4O10S6. The level of theory is ωB97M-V with the def2-TZVPD basis set.

Cartesian coordinates (Å):
C: 5.7114 -5.9028 0.9092
C: 5.9405 -5.0230 -0.3570
C: 4.6109 -4.5487 -1.0143
C: 4.0611 -3.4041 -0.1391
C: 2.6092 -2.9556 -0.5022
C: 1.6542 -2.9312 0.7657
C: 1.2008 -1.5488 1.1266
N: 2.0480 -0.7488 1.6756
B: 3.4797 -1.0057 2.0675
O: 4.5221 -0.3870 1.4539
O: 3.6955 -1.9433 3.0577
C: 3.4426 -1.3555 4.3605
C: 1.4776 0.6221 1.9222
O: 1.8914 1.3076 0.7503
C: 2.8015 2.3818 1.0335
C: 2.1618 3.6831 1.5754
C: 3.2254 4.3153 2.5306
C: 1.7907 4.7020 0.4689
C: 3.0130 5.4220 -0.1819
C: 0.7568 5.7434 1.0244
C: -0.0139 0.2388 2.0239
N: -0.2730 -0.5500 3.2727
C: 0.1836 -0.0249 4.2890
O: 0.7669 0.4365 5.2109
C: -0.9886 1.4129 1.9611
C: -0.8576 2.4067 0.9670
C: -1.8042 3.4061 1.0381
C: -2.8083 3.4700 1.9874
N: -2.9474 2.5133 2.8991
C: -2.0491 1.5510 2.8395
C: -0.2073 -0.8985 0.9165
C: -0.1136 -0.4611 -0.6020
N: -0.8842 -1.3942 -1.4569
C: -0.0696 -1.8533 -2.5912
C: -1.3623 -1.8235 1.3082
Cl: -1.0523 -3.3432 2.1650
C: -2.6425 -1.5695 1.0255
C: -3.7666 -2.5108 1.4659
Cl: -3.1347 -0.1283 0.1630
H: 5.9302 -5.3263 1.8222
H: 4.6640 -6.2297 0.9572
H: 6.4075 -6.7508 0.9382
H: 6.5422 -4.1538 -0.0432
H: 6.5615 -5.5762 -1.0759
H: 3.9449 -5.4164 -1.0897
H: 4.9096 -4.1501 -1.9953
H: 4.7238 -2.5301 -0.2458
H: 4.1453 -3.7256 0.9130
H: 2.2159 -3.6533 -1.2523
H: 2.6771 -1.9325 -0.9014
H: 2.1594 -3.4428 1.5958
H: 0.8098 -3.5762 0.5032
H: 5.1488 -0.2045 2.1732
H: 4.3402 -1.4225 4.9903
H: 2.6388 -1.8936 4.8786
H: 3.1985 -0.2840 4.2617
H: 1.9260 1.2260 2.7231
H: 3.6228 2.0718 1.7012
H: 3.2836 2.6382 0.0773
H: 1.3133 3.4399 2.2373
H: 3.3141 3.7457 3.4669
H: 3.0248 5.3745 2.7306
H: 4.2235 4.2808 2.0630
H: 1.2825 4.1471 -0.3393
H: 2.9291 6.4977 0.0136
H: 3.9897 5.0239 0.1110
H: 2.9480 5.3013 -1.2736
H: 0.2159 5.2858 1.8628
H: 1.2543 6.6736 1.3223
H: 0.0299 5.9403 0.2267
H: -0.0832 2.3781 0.2100
H: -1.7486 4.2179 0.3095
H: -3.5219 4.2950 2.0003
H: -2.1600 0.7550 3.5823
H: 0.9308 -0.5506 -0.9280
H: -0.5004 0.5458 -0.7869
H: -1.6344 -0.8562 -1.8764
H: 0.8261 -2.4091 -2.2991
H: -0.6949 -2.5700 -3.1506
H: 0.1587 -1.0524 -3.3202
H: -3.6405 -2.6760 2.5424
H: -4.7551 -2.1137 1.2212
H: -3.6802 -3.4874 0.9697
C: 0.1630 -7.1331 -4.7710
S: 0.2481 -5.6596 -3.7485
O: 1.3657 -5.8515 -2.7746
C: -1.2899 -5.9517 -2.8656
H: 1.0602 -7.1722 -5.3862
H: 0.1150 -8.0201 -4.1383
H: -0.7163 -7.0744 -5.4128
H: -1.2463 -6.9132 -2.3530
H: -2.1209 -5.9352 -3.5710
H: -1.4190 -5.1547 -2.1339
C: -5.3244 -2.6888 5.9553
S: -4.5272 -4.2287 5.4735
O: -4.8734 -4.4908 4.0500
C: -5.5405 -5.2893 6.5127
H: -4.8603 -1.8760 5.3990
H: -6.3877 -2.7320 5.7182
H: -5.1817 -2.5247 7.0236
H: -6.5922 -5.1703 6.2506
H: -5.3799 -5.0319 7.5596
H: -5.2381 -6.3209 6.3428
C: -6.7908 6.1310 0.6772
S: -5.4557 6.7668 -0.3437
O: -4.1741 6.2819 0.2477
C: -5.6552 8.4854 0.1355
H: -6.8242 5.0491 0.5591
H: -6.6070 6.3787 1.7231
H: -7.7359 6.5627 0.3458
H: -5.5434 8.5837 1.2157
H: -6.6402 8.8366 -0.1793
H: -4.8842 9.0690 -0.3649
C: -8.1110 10.5384 -3.6520
S: -9.4523 9.6457 -2.8525
O: -8.9250 9.1155 -1.5656
C: -9.4937 8.2772 -4.0180
H: -7.8907 11.4233 -3.0580
H: -7.2250 9.9048 -3.7061
H: -8.4213 10.8411 -4.6522
H: -8.5202 7.7866 -4.0486
H: -9.7613 8.6495 -5.0071
H: -10.2481 7.5682 -3.6821
C: 0.7573 -5.2513 -8.4520
S: -0.8108 -4.3881 -8.2722
O: -1.3904 -4.7926 -6.9622
C: -1.6824 -5.3050 -9.5495
H: 1.4492 -4.8569 -7.7096
H: 0.6133 -6.3196 -8.2861
H: 1.1575 -5.0746 -9.4504
H: -1.6727 -6.3696 -9.3139
H: -1.2073 -5.1265 -10.5143
H: -2.7104 -4.9490 -9.5811
C: 8.0830 -0.4880 0.5944
S: 8.9140 0.6053 1.7586
O: 9.6184 1.6401 0.9661
C: 10.1434 -0.5899 2.3006
H: 7.2895 0.0753 0.1051
H: 8.7903 -0.8446 -0.1547
H: 7.6489 -1.3319 1.1340
H: 10.7243 -0.9362 1.4456
H: 9.6465 -1.4305 2.7864
H: 10.8028 -0.0983 3.0133

Calculated values
- LUMO level: -2.78 eV
- Frontier orbital gap: 7.474 eV
- Total charge: +1
- Molecular weight: 1051.22 g mol⁻¹



(B)
This record from OMol25 describes 7 unconnected molecules or ions with the total composition C40H80BCl2N4O10S6. The level of theory is ωB97M-V with the def2-TZVPD basis set.

Cartesian coordinates (Å):
C: -2.6085 4.4446 7.2308
C: -3.4909 3.0817 6.9904
C: -3.7798 2.7636 5.3739
C: -2.3776 2.1528 4.7830
C: -2.3302 1.9819 3.1497
C: -0.9680 2.6929 2.4892
C: 0.0659 1.5986 1.8179
N: 0.8348 0.8054 2.6706
B: 0.9251 0.7935 4.1911
O: 0.4692 -0.3276 5.0587
O: 1.4743 2.0403 4.8217
C: 2.9655 1.9806 4.6994
C: 1.7258 -0.2138 1.9295
O: 0.8510 -1.4193 1.9962
C: 1.4780 -2.4934 2.7813
C: 2.6333 -3.3500 1.9944
C: 3.7314 -3.8136 3.1678
C: 2.0732 -4.6939 1.2335
C: 1.6646 -5.9313 2.2284
C: 3.1806 -5.1977 0.0882
C: 1.8630 0.5802 0.4871
N: 2.7037 1.8675 0.6206
C: 3.8825 1.6132 1.2750
O: 4.8729 1.3376 2.1572
C: 2.4839 -0.3518 -0.7557
C: 1.8926 -1.8921 -1.0377
C: 2.6852 -2.6021 -2.3129
C: 3.8790 -1.9376 -3.1949
N: 4.3270 -0.5446 -2.9140
C: 3.6500 0.1437 -1.7792
C: 0.3617 1.2632 0.2058
C: -0.8975 0.2533 -0.1255
N: -1.9654 0.9818 -0.9661
C: -3.3444 0.8076 -0.3686
C: 0.5289 2.6221 -0.7517
Cl: 0.6558 4.3639 -0.0517
C: 0.5728 2.5531 -2.2671
C: 0.7708 3.9672 -3.1366
Cl: 0.4567 0.9650 -3.2141
H: -1.4899 4.1624 7.5334
H: -2.5752 5.0725 6.2350
H: -3.0221 5.0723 8.1580
H: -2.8828 2.1943 7.4892
H: -4.5063 3.1642 7.6019
H: -4.1396 3.7593 4.8723
H: -4.6130 1.9136 5.3841
H: -2.1961 1.0770 5.2561
H: -1.5051 2.8458 5.1926
H: -3.3124 2.4761 2.7073
H: -2.2823 0.8200 2.9234
H: -0.4673 3.3761 3.3188
H: -1.4018 3.4603 1.6842
H: 1.1917 -0.3699 5.7786
H: 3.4896 2.0279 5.7669
H: 3.3837 2.9049 4.0723
H: 3.2772 0.9485 4.2122
H: 2.6877 -0.6023 2.4707
H: 1.9074 -2.1261 3.8202
H: 0.6171 -3.2724 3.0553
H: 3.2577 -2.6252 1.2813
H: 4.3702 -2.9018 3.5477
H: 4.4181 -4.6979 2.8148
H: 3.1538 -4.2210 4.1288
H: 1.0827 -4.3870 0.6450
H: 2.3653 -6.8517 1.9621
H: 1.6627 -5.6741 3.3705
H: 0.5552 -6.2639 1.9640
H: 3.8246 -4.2557 -0.2259
H: 3.8501 -6.0881 0.5024
H: 2.5545 -5.5410 -0.8441
H: 1.0320 -2.3875 -0.4197
H: 2.3656 -3.7126 -2.5934
H: 4.4073 -2.5246 -4.0901
H: 4.0278 1.2610 -1.5798
H: -1.4219 -0.0307 0.8887
H: -0.6116 -0.6991 -0.7423
H: -2.0155 0.4683 -1.8972
H: -3.4737 1.2630 0.7091
H: -4.0863 1.4289 -1.0658
H: -3.7454 -0.3148 -0.4351
H: 1.7224 4.5147 -2.6791
H: 0.8770 3.7653 -4.2846
H: -0.1578 4.6938 -3.0014
C: -7.5153 4.7442 0.0040
S: -5.9984 3.7683 0.1476
O: -5.3946 4.0690 1.4877
C: -5.0594 4.6902 -1.0922
H: -8.2418 4.3636 0.7254
H: -7.3067 5.7947 0.2206
H: -7.9218 4.6423 -1.0052
H: -4.9985 5.7440 -0.8092
H: -5.5423 4.5901 -2.0672
H: -4.0512 4.2717 -1.1448
C: 4.9816 6.1848 -3.4799
S: 3.7778 7.1873 -2.5745
O: 2.4374 6.9653 -3.2107
C: 4.3935 8.7883 -3.1458
H: 4.7613 5.1305 -3.2980
H: 4.9098 6.3897 -4.5508
H: 5.9888 6.4098 -3.1211
H: 4.3568 8.8364 -4.2370
H: 5.4191 8.9323 -2.7976
H: 3.7576 9.5729 -2.7282
C: 4.4789 -3.7858 -7.7901
S: 3.6616 -5.1043 -6.8588
O: 3.7850 -4.7696 -5.4016
C: 4.8827 -6.3854 -7.2287
H: 3.9016 -2.8666 -7.6686
H: 5.4912 -3.6302 -7.4092
H: 4.5130 -4.0528 -8.8492
H: 5.8706 -6.0731 -6.8812
H: 4.9044 -6.5715 -8.3052
H: 4.5907 -7.3021 -6.7104
C: 2.7537 -9.0868 -10.8391
S: 3.2608 -7.6288 -11.7830
O: 4.1025 -6.7774 -10.8790
C: 1.6195 -6.8754 -11.8682
H: 3.6392 -9.6929 -10.6353
H: 2.2990 -8.7814 -9.8936
H: 2.0425 -9.6733 -11.4257
H: 1.2333 -6.7029 -10.8605
H: 0.9434 -7.5307 -12.4226
H: 1.7039 -5.9194 -12.3910
C: -10.1536 1.5213 -0.5335
S: -9.3656 1.1399 -2.1170
O: -8.2502 2.1238 -2.3135
C: -10.7492 1.6712 -3.1524
H: -9.4457 1.2992 0.2682
H: -10.4237 2.5793 -0.4947
H: -11.0447 0.9012 -0.4096
H: -10.9832 2.7205 -2.9560
H: -11.6220 1.0467 -2.9469
H: -10.4620 1.5554 -4.2004
C: -0.6880 -1.3560 8.3854
S: 0.7295 -2.1152 9.2149
O: 0.3363 -3.5138 9.5893
C: 0.6392 -1.1050 10.7116
H: -0.8435 -1.8636 7.4307
H: -1.5839 -1.4626 9.0018
H: -0.4817 -0.2987 8.2022
H: -0.3367 -1.2270 11.1880
H: 0.8041 -0.0554 10.4561
H: 1.4210 -1.4353 11.4001

Calculated values
- LUMO level: -3.60 eV
- Frontier orbital gap: 6.680 eV
- Total charge: +1
- Molecular weight: 1051.22 g mol⁻¹



(A) ends up most stable, edging out the next structure by 19.810 eV.